12
Properties=species:S:1:pos:R:3:forces:R:3:mulliken_charge:R:1 method="wB97M-V/def2-TZVPD" charge=0 smiles=Cc1ccoc1 multiplicity=1 gap_ev=9.72 e_above_lowest_kj_mol=86.65
C 0.8218 -0.9536 -1.1865 0.1 0.1 -0.2 -1.10
C 0.1878 -0.2007 -0.0543 -0.3 0.7 -0.6 0.74
C -0.0174 1.2912 -0.0405 -0.2 -1.7 0.6 -0.52
C -0.8224 1.4689 1.0444 -0.5 -2.2 1.0 -0.27
O -1.1833 0.1823 1.6658 1.2 2.0 -0.9 -0.35
C -0.5129 -0.7532 0.9606 0.6 0.3 -0.7 -0.45
H 0.6302 -2.0367 -1.2047 0.0 0.4 0.4 0.33
H 1.9039 -0.8077 -1.2479 -0.1 0.1 0.0 0.26
H 0.3584 -0.5475 -2.0879 0.3 -0.1 -0.2 0.28
H 0.4081 1.9953 -0.8051 -0.6 -0.7 1.3 0.33
H -1.2609 2.2078 1.6959 0.2 0.5 -0.7 0.40
H -0.5068 -1.8147 1.2349 -0.5 0.7 0.1 0.36



276
Properties=species:S:1:pos:R:3:forces:R:3:mulliken_charge:R:1 method="wB97M-V/def2-TZVPD" charge=0 multiplicity=1 gap_ev=9.80
C 20.8859 0.8330 23.8227 0.6 0.2 -1.5 1.65
C 20.8393 0.9646 25.3112 -1.0 0.7 0.5 0.50
C 22.1820 1.6026 25.6002 1.5 -0.4 -1.1 0.33
O 22.3705 2.5698 24.5116 -0.8 -0.6 0.9 -0.55
C 21.5744 2.1292 23.3967 1.0 0.7 -0.9 -0.55
H 19.9693 0.5965 23.2897 -0.4 0.4 0.2 0.25
H 21.5583 0.0307 23.5091 0.1 -0.2 0.4 -1.52
H 20.6347 0.0129 25.7607 0.2 -0.5 0.6 -0.66
H 19.9975 1.6318 25.5979 0.5 -0.2 -0.1 0.15
H 23.0162 0.8203 25.4818 -1.1 0.9 0.4 -0.45
H 22.3346 2.1337 26.5450 -0.3 -0.1 -0.2 0.37
H 22.2957 2.0131 22.5865 0.1 -0.7 -0.2 0.14
H 20.9880 2.9521 22.9570 -0.6 -0.1 1.0 0.35
C 14.1893 -5.2939 21.9343 -0.4 0.6 0.2 -0.08
C 13.8452 -5.3122 23.4270 0.9 -0.3 0.2 -0.58
C 15.1358 -4.6090 23.9735 -0.9 -1.1 -0.4 0.22
O 15.3526 -3.5342 23.0727 0.0 -0.4 0.1 0.63
C 14.8364 -3.9388 21.7983 0.2 1.2 -0.3 -0.09
H 13.3754 -5.3842 21.2242 -0.4 -0.1 0.1 0.70
H 14.9231 -6.0573 21.6754 -0.1 -0.2 0.3 -0.39
H 13.7659 -6.3401 23.7673 -0.1 0.0 0.2 0.38
H 12.9389 -4.7641 23.7314 0.3 -0.1 -0.4 0.15
H 15.9630 -5.3616 23.9804 -0.3 0.6 0.0 -1.08
H 14.9807 -4.2046 24.9577 0.1 0.2 0.5 0.40
H 15.6504 -4.0057 21.1043 0.7 0.2 -0.6 -0.35
H 14.1880 -3.1088 21.4617 -0.1 -0.5 0.0 0.25
C 23.5259 0.1657 20.1831 -0.5 -1.7 -1.2 -0.77
C 24.4101 -1.1014 20.0492 -0.8 -0.9 0.0 0.12
C 23.4138 -2.0837 19.3354 2.6 -1.6 2.4 -0.72
O 22.2176 -1.8982 20.0031 -1.0 1.1 -0.1 0.11
C 22.0345 -0.4685 19.9848 2.0 0.5 -0.6 0.29
H 23.6740 0.9005 19.4031 0.3 0.1 -0.3 0.42
H 23.8154 0.6120 21.1084 -0.7 0.5 0.9 0.18
H 24.6257 -1.4857 21.0637 0.0 0.2 -0.6 -0.41
H 25.3530 -1.0225 19.5121 0.0 0.3 -0.1 0.54
H 23.7089 -3.1806 19.3616 -0.3 1.2 0.2 0.10
H 23.4217 -1.7940 18.3428 -0.6 0.6 -2.4 0.36
H 21.4564 -0.1776 20.8309 -1.0 0.1 0.3 -0.37
H 21.6478 -0.1281 18.9637 0.2 -0.5 1.5 0.25
C 20.2259 -6.7293 31.6173 -0.6 -1.2 1.6 -0.09
C 20.0030 -5.2618 31.6090 -0.9 1.5 -1.6 0.58
C 18.8100 -5.0084 32.5155 -0.4 0.6 -0.3 0.28
O 18.7431 -6.1475 33.3670 -0.3 -0.5 0.4 -0.47
C 19.8412 -7.0811 33.1594 0.1 1.6 -1.7 -0.62
H 21.2128 -6.9858 31.2928 0.7 -0.3 0.2 0.49
H 19.5520 -7.2618 30.9184 0.1 0.2 0.6 -0.19
H 19.7376 -4.8556 30.6070 0.3 -0.3 0.4 -0.46
H 20.8671 -4.7046 31.9164 0.6 0.1 0.4 0.29
H 17.8676 -4.8410 31.8693 1.1 -0.7 1.2 -0.55
H 18.9376 -4.0733 33.1229 -0.1 -0.7 -0.4 0.19
H 19.4566 -8.0882 33.2208 -0.2 -0.2 0.2 0.35
H 20.6156 -6.9025 33.9638 -0.5 -0.2 -1.2 0.25
C 24.8934 -0.5696 23.7414 -0.1 -0.3 -0.5 -0.10
C 24.0023 -1.8453 23.6723 -1.2 1.3 -2.0 2.53
C 24.3246 -2.5894 24.9023 -0.8 -1.3 0.4 0.68
O 24.6066 -1.6133 25.8550 -0.2 0.7 0.9 -0.26
C 25.4363 -0.7078 25.1685 0.9 1.4 0.1 -1.09
H 24.3144 0.3784 23.6295 0.3 -0.8 0.1 0.07
H 25.6503 -0.5837 22.9297 -0.2 0.1 0.7 0.43
H 24.1448 -2.4107 22.7447 0.1 -0.1 0.3 -0.90
H 22.9534 -1.5129 23.6253 0.2 -0.4 0.3 -1.30
H 25.2293 -3.1283 24.7619 1.0 -1.0 -0.3 0.24
H 23.5518 -3.3127 25.2426 0.3 0.7 -0.1 -0.86
H 26.4925 -1.0158 25.2368 -0.2 -0.3 -0.3 0.32
H 25.4018 0.2658 25.6520 -0.1 0.0 0.4 0.37
C 25.7724 -6.5485 21.4523 0.0 -1.3 -0.7 -1.08
C 24.8094 -7.4507 20.6190 1.9 -0.7 0.5 -0.70
C 23.5649 -7.2815 21.4277 -0.2 -0.1 -2.1 0.17
O 23.5813 -5.8594 21.5744 -2.3 -0.4 0.7 0.04
C 24.8409 -5.4805 21.9469 2.0 1.3 1.9 0.52
H 26.5852 -6.2587 20.8161 0.5 0.6 -0.1 0.41
H 26.1928 -7.0943 22.2912 0.0 -0.3 0.0 0.36
H 25.2629 -8.4599 20.5654 -0.6 0.3 -0.1 0.41
H 24.7097 -7.0365 19.6245 -0.2 0.0 -0.3 0.34
H 23.6235 -7.9636 22.2521 0.0 0.4 1.5 -0.05
H 22.6701 -7.5698 20.8910 -0.4 0.3 -0.1 -0.22
H 24.9595 -5.3709 23.0714 -0.4 -0.2 -0.9 -0.42
H 25.1214 -4.4920 21.5800 -0.5 0.1 -0.4 0.09
C 13.9840 -6.4699 27.1742 0.6 -0.8 -0.5 0.49
C 14.2289 -7.1708 28.5389 -0.7 0.6 0.3 0.56
C 14.5754 -8.5857 28.1751 1.7 -0.8 -0.9 -0.99
O 15.0073 -8.5834 26.7997 0.2 0.1 0.6 -0.35
C 14.2727 -7.5930 26.1334 0.4 0.4 -0.4 0.87
H 14.6929 -5.6437 27.1012 -0.1 0.0 -0.3 -0.75
H 12.9826 -6.1107 26.9837 -0.3 0.3 0.4 0.64
H 13.3061 -7.1359 29.1582 0.8 0.0 -0.2 0.25
H 15.0601 -6.6944 29.0643 -0.4 0.1 0.1 -0.43
H 13.7284 -9.2189 28.2635 -0.9 -0.8 0.2 0.35
H 15.4494 -9.0719 28.6526 -0.7 0.5 0.5 0.24
H 13.3662 -8.0575 25.7359 -0.4 0.2 0.1 0.58
H 14.8716 -7.2835 25.2618 -0.2 0.1 0.4 -1.31
C 16.0708 -0.4944 27.1284 -0.5 0.0 0.3 0.13
C 16.5072 -1.1116 25.7902 0.1 -0.7 0.5 2.55
C 17.3064 0.0270 25.1110 -1.7 -0.4 0.0 1.36
O 17.3158 1.0998 26.0281 0.5 0.7 -0.2 -0.54
C 16.1779 0.9992 26.8521 0.8 -0.3 0.8 -0.97
H 16.7354 -0.8499 27.9185 0.0 0.4 0.0 -0.29
H 15.0455 -0.7094 27.4422 0.0 -0.3 -0.1 0.43
H 15.6891 -1.6327 25.2800 0.0 0.8 -0.5 -0.66
H 17.2226 -1.9090 25.9642 0.1 -0.2 0.3 -1.00
H 16.8210 0.3400 24.1679 0.6 -0.1 0.1 -0.15
H 18.3116 -0.3207 25.0336 0.8 0.1 -0.7 -1.21
H 15.3045 1.3539 26.3281 -0.6 0.3 -0.2 0.39
H 16.3684 1.6312 27.7375 -0.2 -0.3 -0.3 0.32
C 14.4246 -0.3941 22.5607 1.3 1.9 -1.7 2.74
C 14.0800 1.0513 23.0177 1.5 0.0 1.8 0.19
C 14.5146 2.0335 21.8969 -0.8 -1.8 -0.5 -0.50
O 14.8894 1.1818 20.7607 -0.4 -0.5 1.1 -0.50
C 14.3618 -0.1399 21.0413 0.8 -0.6 0.0 -0.69
H 13.8809 -1.2768 22.8589 -0.5 0.3 0.4 -1.14
H 15.5038 -0.5672 22.7587 -0.6 -0.1 0.2 -0.98
H 14.7708 1.2566 23.8822 -1.0 0.0 -0.4 -0.57
H 13.0593 1.2114 23.3367 -0.2 -0.2 0.0 0.42
H 15.3679 2.6154 22.2285 0.0 0.3 -0.4 0.30
H 13.6527 2.6322 21.5758 0.4 0.3 0.2 0.31
H 15.0166 -0.8841 20.5584 -0.3 0.4 -0.4 0.15
H 13.3327 -0.2469 20.7021 -0.1 0.1 -0.3 0.38
C 15.8322 -6.0674 18.6262 -0.1 -0.2 0.9 2.53
C 15.4422 -7.5641 18.5707 1.0 -0.5 -1.7 -0.12
C 14.4131 -7.6165 17.4298 0.6 0.1 -1.4 -0.65
O 14.7277 -6.4702 16.6071 -0.3 -0.3 0.8 -0.46
C 14.9052 -5.4732 17.5921 -1.7 0.5 0.6 -0.84
H 16.8629 -5.9280 18.3405 0.2 -0.1 0.0 -0.86
H 15.7131 -5.6534 19.6470 0.0 -0.1 -0.7 -1.08
H 15.0409 -8.0231 19.4343 -0.4 0.0 1.2 0.15
H 16.3292 -8.1860 18.2918 -0.6 0.5 0.2 0.07
H 13.3846 -7.4651 17.7667 -0.1 -0.4 0.2 0.34
H 14.5100 -8.4780 16.7407 -0.3 0.2 0.7 0.31
H 13.9175 -5.2055 18.1097 0.8 -0.5 -0.7 0.28
H 15.1838 -4.5867 17.0774 0.7 0.8 -0.2 0.40
C 21.0041 -10.3206 22.8300 0.1 0.2 -0.5 0.20
C 20.6107 -10.3122 24.3404 1.5 0.4 -0.2 0.58
C 20.1664 -11.7487 24.5701 -0.5 0.1 -1.1 -0.66
O 20.5684 -12.5101 23.4142 0.5 -1.1 1.3 -0.53
C 20.5393 -11.7056 22.2928 -0.8 1.2 -0.4 -0.34
H 22.0693 -10.1765 22.7297 0.5 -0.4 0.0 0.21
H 20.6106 -9.5032 22.2306 -0.5 0.1 0.1 -0.26
H 19.9166 -9.5068 24.5627 -0.6 -0.3 0.0 -0.57
H 21.4786 -10.0909 25.0195 -0.5 -0.2 -0.9 0.38
H 19.0871 -11.8169 24.6239 -0.4 -0.1 0.3 0.37
H 20.6311 -12.1697 25.4365 0.1 -0.5 0.4 0.39
H 19.4772 -11.6306 21.9398 0.6 0.1 0.0 0.15
H 21.1128 -12.1710 21.4604 -0.1 0.4 0.7 0.34
C 17.8656 -0.2472 20.1261 0.9 0.8 1.2 -0.44
C 18.0082 -1.5248 21.0093 0.0 -0.4 -0.6 1.75
C 18.5979 -2.5430 20.0440 0.4 -0.6 -1.4 2.04
O 18.6107 -1.9271 18.7363 -0.5 -0.1 0.1 -0.56
C 17.7330 -0.7852 18.7431 0.1 -0.6 -0.4 -0.66
H 18.8119 0.3478 20.1429 -0.4 -0.7 0.2 0.22
H 17.1148 0.4882 20.4159 -0.4 -0.4 0.1 0.33
H 17.1196 -2.0190 21.3697 -0.9 0.6 0.2 -0.79
H 18.6281 -1.4391 21.8833 0.5 0.5 0.3 -0.56
H 18.0226 -3.4940 19.9320 0.0 0.6 0.4 -0.69
H 19.6321 -2.8433 20.2507 -0.1 0.3 0.1 -1.20
H 16.6692 -0.9996 18.4816 0.6 -0.3 0.1 0.15
H 18.1701 -0.1362 17.9932 -0.3 0.3 -0.2 0.44
C 17.1742 -9.0791 21.5986 1.2 -0.5 -0.3 -0.03
C 17.1270 -10.1251 22.6916 -1.0 1.1 1.4 -0.19
C 16.2581 -9.3417 23.7698 -0.7 -1.6 -0.6 -0.95
O 16.3802 -7.9676 23.5228 1.5 0.4 -0.6 0.41
C 17.2982 -7.8275 22.4023 0.5 -0.7 1.3 0.89
H 16.3179 -9.1345 20.9804 -1.2 0.1 -0.5 0.31
H 18.0408 -9.2053 20.9469 0.0 0.1 0.0 -0.10
H 18.1190 -10.3023 23.0990 0.0 -0.1 0.0 -0.66
H 16.6390 -11.0570 22.4342 0.1 -0.2 -0.1 0.59
H 16.5168 -9.5930 24.7953 0.1 0.0 0.1 0.32
H 15.1822 -9.5581 23.6079 0.4 -0.3 0.3 0.34
H 18.3676 -7.7217 22.6685 -0.3 -0.1 0.6 -1.29
H 17.0301 -6.9160 22.0015 -0.6 1.9 -1.5 0.17
C 12.1912 -1.7875 26.5023 -0.4 -0.5 0.2 0.30
C 11.2950 -2.6875 25.6319 0.1 1.0 -1.3 -0.60
C 11.4706 -2.0758 24.1958 0.4 0.3 0.6 0.18
O 11.8030 -0.6942 24.4008 0.1 -0.2 0.9 -0.37
C 12.0458 -0.4345 25.8208 -0.7 -0.1 -0.8 0.01
H 13.2222 -2.1346 26.4407 0.1 0.0 0.0 -0.47
H 11.8962 -1.8216 27.5744 0.2 0.3 -0.7 0.43
H 10.2511 -2.5888 25.9123 -0.1 -0.1 0.2 0.38
H 11.5620 -3.7237 25.5824 0.2 -0.7 0.4 0.20
H 10.5438 -2.0942 23.6043 0.3 -0.3 0.1 0.31
H 12.3135 -2.5478 23.6232 -0.7 0.2 0.5 -0.42
H 11.2272 0.1882 26.1969 -0.2 -0.4 0.1 0.35
H 12.9128 0.1839 25.8866 0.9 0.3 0.0 -0.18
C 18.7426 -4.1676 23.9274 0.7 -0.8 0.2 1.24
C 19.6009 -4.7054 22.7221 0.1 0.3 1.0 1.56
C 20.9044 -3.9619 22.9036 2.5 -0.3 -0.7 1.20
O 21.0053 -3.4605 24.2400 -0.5 -0.4 -0.3 -0.43
C 19.6737 -3.1681 24.6642 -0.1 0.2 -0.2 0.97
H 18.4987 -4.9967 24.5934 0.1 0.0 0.1 -0.73
H 17.7836 -3.7703 23.6260 -0.1 0.5 -0.2 -0.27
H 19.1267 -4.5066 21.7708 0.0 0.0 -0.2 -0.29
H 19.9050 -5.7539 22.7488 -0.9 -0.2 0.3 -1.24
H 21.0291 -3.1478 22.1731 -0.1 0.1 0.2 -0.49
H 21.8097 -4.6576 22.7501 -1.3 1.1 0.2 -0.59
H 19.4619 -2.1108 24.4258 -0.2 -0.2 -0.2 -1.08
H 19.6591 -3.2355 25.7542 -0.2 -0.2 -0.1 -0.44
C 18.1576 -6.3768 26.9173 -0.3 -0.1 -0.6 1.58
C 18.7420 -7.5746 26.1437 0.6 -0.4 1.4 1.23
C 19.1620 -8.5398 27.3482 0.4 -0.3 -1.0 -0.63
O 19.0328 -7.7976 28.5695 -0.9 0.0 -0.7 -0.49
C 17.9444 -6.8926 28.3452 0.4 0.8 -0.2 0.90
H 17.2262 -6.0350 26.4763 -0.3 -0.1 -0.1 -0.25
H 18.8393 -5.5355 26.8019 0.2 0.1 0.6 -0.60
H 19.6241 -7.2655 25.5852 0.2 0.0 0.1 -0.41
H 18.0764 -8.0138 25.4130 -0.4 -0.2 0.2 -0.52
H 20.2285 -8.8265 27.2302 -0.6 0.1 0.3 0.24
H 18.5462 -9.4752 27.3816 0.3 0.8 0.0 0.21
H 18.0130 -6.0760 29.0801 0.0 -0.4 0.0 -0.13
H 16.9236 -7.3248 28.4101 0.7 -0.3 0.1 -1.00
C 21.1950 -5.0851 19.2115 -1.0 2.2 -0.5 0.48
O 21.4109 -6.3219 18.5901 0.3 -0.3 -0.5 -0.41
P 20.2353 -7.3836 18.7792 0.6 0.3 1.4 -0.49
O 19.9917 -7.7464 20.1950 0.1 -0.1 -1.2 0.24
O 18.9504 -6.8025 18.0981 -0.1 -0.4 0.1 0.19
C 18.9758 -6.3956 16.7174 -0.2 0.2 -0.2 -0.85
O 20.8181 -8.4194 17.7582 -2.1 -0.3 -0.3 -0.39
C 21.9309 -9.1773 18.0840 1.9 0.4 0.7 -0.42
H 21.2675 -4.2043 18.5115 -0.2 -1.1 0.1 0.19
H 21.9351 -4.8275 19.9450 0.2 -0.5 0.8 -0.30
H 20.1602 -5.1069 19.5792 0.4 0.6 0.5 0.21
H 18.1731 -6.9539 16.1787 0.8 0.4 0.3 0.21
H 19.9932 -6.6063 16.3456 -0.7 0.3 -0.4 0.52
H 18.7297 -5.3167 16.7126 0.3 -0.5 -0.2 0.18
H 21.7508 -9.9782 18.7840 -0.6 -0.6 -0.1 0.18
H 22.6257 -8.5225 18.6545 0.2 -0.4 -0.8 0.04
H 22.3228 -9.5220 17.1248 0.3 -0.1 0.5 0.32
C 22.0032 -5.6587 28.8340 -0.4 0.3 0.9 -0.55
O 22.7571 -5.6814 27.6458 1.0 1.0 -0.8 0.30
P 23.4260 -7.0058 27.1305 -0.7 0.4 -1.8 0.26
O 23.4719 -8.0494 28.0999 0.4 -1.9 2.0 -0.86
O 24.7994 -6.5690 26.4698 -0.9 0.1 -0.3 -0.08
C 25.8705 -6.0583 27.2515 0.4 -0.7 0.9 -0.75
O 22.5334 -7.4390 25.8791 1.0 0.0 0.6 -0.11
C 22.4194 -6.4520 24.8672 0.0 1.2 0.1 -0.02
H 22.3216 -4.7978 29.4668 -0.3 -0.5 -0.6 0.09
H 22.2129 -6.5865 29.3657 -0.4 0.1 0.1 0.54
H 20.9529 -5.5586 28.5282 0.2 -0.1 0.5 0.08
H 25.5557 -5.1436 27.7970 0.4 -0.3 -0.6 0.25
H 26.6748 -5.9127 26.5039 -0.3 0.2 0.9 0.22
H 26.1523 -6.8368 28.0257 -0.1 0.9 -0.9 0.27
H 21.8778 -6.9186 24.0611 -0.3 0.1 -0.4 -0.30
H 23.4191 -6.1276 24.5207 -0.5 -0.2 0.0 -0.06
H 21.8917 -5.5710 25.3104 0.2 -0.5 -0.8 0.39
C 15.4189 -4.5190 33.3301 1.7 -0.5 -0.7 -0.71
O 15.5601 -3.4850 32.3700 -0.4 0.2 -1.6 -0.31
P 14.8705 -3.5258 30.9279 -1.6 0.0 2.0 0.47
O 14.6278 -2.1970 30.4182 -0.2 1.4 -0.6 -0.70
O 13.5145 -4.3427 31.3166 2.4 0.2 0.1 -0.33
C 12.3934 -4.3386 30.4832 -0.6 0.6 -0.7 -0.33
O 15.6540 -4.3962 29.8989 0.3 -1.3 0.6 0.60
C 16.3859 -3.7961 28.8287 0.4 0.0 -0.3 -0.13
H 16.0214 -4.1689 34.1372 0.3 0.0 0.8 0.27
H 15.9081 -5.4229 32.9297 -0.5 0.0 0.4 0.28
H 14.4147 -4.6507 33.6320 -1.0 -0.3 0.1 0.29
H 12.2196 -5.3502 30.1329 -0.5 -0.2 0.3 0.19
H 12.5356 -3.7499 29.5623 0.0 0.2 0.4 -0.01
H 11.5878 -3.8949 31.0920 0.0 -0.5 -0.6 0.30
H 17.3615 -3.4074 29.1230 -0.2 0.1 0.4 0.44
H 15.7749 -3.0017 28.4256 0.1 0.2 -0.4 0.48
H 16.5917 -4.5980 28.1257 -0.3 0.1 -0.2 -0.99
C 19.5839 0.9283 28.7641 -1.6 0.7 -0.4 -1.00
O 20.5332 -0.1007 28.6796 0.9 -1.0 0.4 -0.28
P 20.0660 -1.6305 28.7600 0.7 0.5 1.7 -0.43
O 18.9821 -2.0335 27.8925 -0.7 -0.2 -1.3 0.47
O 21.4414 -2.4088 28.6651 -0.5 0.6 0.2 -0.20
C 22.3436 -2.1557 27.5536 -0.1 -0.4 0.6 -0.40
O 19.5767 -1.8362 30.2636 0.7 0.1 0.6 0.06
C 20.5165 -1.7079 31.3780 0.9 0.1 -1.8 -0.82
H 19.1003 1.1134 29.7401 0.6 -0.6 0.0 0.28
H 18.7886 0.6814 28.0641 -0.2 0.3 -0.1 0.23
H 20.0233 1.8649 28.4454 0.4 0.0 -0.1 0.41
H 22.8265 -1.1872 27.6526 -0.3 0.1 -0.1 0.39
H 21.7844 -2.3037 26.6432 0.0 0.2 -0.5 0.13
H 23.0887 -2.9309 27.6392 0.2 -0.2 -0.1 0.20
H 19.9887 -1.6618 32.3051 -0.4 -0.2 0.4 0.27
H 21.1732 -0.8382 31.2588 -0.5 0.3 0.0 0.31
H 21.2241 -2.5249 31.2765 -0.2 -0.4 0.5 0.21



43
Properties=species:S:1:pos:R:3:forces:R:3:mulliken_charge:R:1 method="wB97M-V/def2-TZVPD" charge=0 smiles="N[C@@H](Cc1ccc(O)cc1)C(=O)O.N[C@@H](CCC(=O)O)C(=O)O" multiplicity=1 gap_ev=9.16 e_above_lowest_kj_mol=265.03
N 1.1048 -2.4438 2.2213 -2.0 2.1 -0.4 -0.75
C 1.6139 -1.5459 1.2035 2.2 -3.9 -1.2 0.19
C 3.1082 -1.2531 1.4129 0.3 -2.7 -2.7 -1.51
C 3.7424 -0.3991 0.3091 1.2 -1.7 2.0 0.31
C 4.8137 -0.8721 -0.5135 -2.5 3.9 0.2 -0.48
C 5.3432 0.2003 -1.2352 0.8 -1.1 0.2 -0.42
C 5.0394 1.5579 -1.0783 -0.4 0.0 -1.1 0.58
O 5.7942 2.3993 -1.9179 2.5 -6.2 2.3 -0.49
C 3.9662 1.9528 -0.2822 1.4 -1.2 0.3 -0.80
C 3.4147 0.9184 0.5125 2.1 0.8 -3.8 -0.49
C 1.5904 -2.2886 -0.2024 0.0 0.2 0.2 0.59
O 1.3259 -3.4422 -0.3507 -0.4 -0.8 0.7 -0.59
O 2.0244 -1.6439 -1.2884 -0.3 1.2 -0.3 -0.53
H 0.1926 -2.7619 1.8684 0.4 0.1 0.5 0.29
H 1.6539 -3.2399 2.2278 1.4 -2.0 0.1 0.27
H 1.0629 -0.6897 1.1970 -1.5 2.5 -0.2 0.47
H 3.6956 -2.2052 1.6197 -0.8 1.0 -0.5 0.39
H 3.2159 -0.6623 2.2131 0.2 1.7 3.5 0.56
H 4.9391 -1.9144 -0.6736 0.6 -0.5 -0.2 0.42
H 6.0873 0.0130 -1.9664 0.7 -0.2 -0.6 0.41
H 5.3398 3.1198 -2.0878 -3.4 5.7 -1.2 0.27
H 3.7444 2.9922 -0.1777 -0.4 0.4 0.2 0.38
H 2.6933 1.1241 1.1898 -2.2 0.8 2.1 0.52
H 2.1787 -0.7048 -1.0833 0.1 -0.3 -0.2 0.44
N -4.3367 3.2475 0.1293 0.9 -0.6 -0.2 -0.71
C -4.3100 1.8105 0.4600 0.8 0.1 -0.5 0.23
C -4.3754 0.8513 -0.7548 -1.2 -0.2 0.9 -0.87
C -4.5002 -0.6188 -0.3571 -0.8 0.7 -1.5 -0.72
C -4.8104 -1.4920 -1.5979 -0.4 3.3 -0.7 0.71
O -5.1039 -1.1314 -2.7105 0.3 0.4 0.6 -0.58
O -4.8202 -2.7239 -1.2748 -1.0 -3.3 -2.5 -0.45
C -3.0459 1.3914 1.2271 -0.5 -0.4 0.0 0.33
O -2.9563 0.4775 2.0225 -0.3 0.8 -0.4 -0.60
O -1.9834 2.0664 0.7900 1.2 0.1 0.8 -0.46
H -5.2240 3.4781 -0.2871 -0.3 0.0 0.0 0.29
H -3.6333 3.4379 -0.5913 -0.2 0.0 0.4 0.27
H -5.1224 1.6281 1.1236 -0.7 -0.3 0.5 0.39
H -3.5101 0.9662 -1.3429 1.2 0.3 -0.8 0.36
H -5.2206 1.1221 -1.4059 0.2 -0.1 0.3 0.33
H -5.3295 -0.7490 0.3267 -0.4 0.0 0.2 0.35
H -3.6638 -1.0240 0.1729 0.9 0.0 0.2 0.44
H -4.5095 -2.7565 -0.4257 1.2 -0.9 3.6 0.34
H -1.2295 1.8073 1.3782 -0.7 0.2 -0.7 0.35